Record 1
{"formula": "CH3F2PS2", "method": "the ωB97M-V functional and the def2-TZVPD basis", "species": ["C", "F", "F", "P", "S", "S", "H", "H", "H"], "positions_angstrom": [[1.482855, 0.361356, -0.085136], [-0.792885, -1.871806, 1.074872], [-1.084727, -0.619837, -1.449083], [-1.502432, -0.002965, 0.017585], [-3.346587, 0.335145, 0.248910], [0.007500, 1.275529, 0.566272], [1.326870, -0.415651, 0.523636], [2.371776, 0.889310, 0.305676], [1.537628, 0.048918, -1.202729]], "forces_ev_per_a": [[0.315, 2.030, -2.404], [-1.068, 3.352, -1.895], [-0.427, 0.995, 2.428], [1.188, -3.731, -0.494], [1.027, -0.060, 0.094], [-0.369, 0.169, -0.995], [0.232, -3.786, 1.761], [-0.533, 0.017, -0.560], [-0.364, 1.015, 2.066]], "lowdin_charge": [-0.380, -0.497, -0.286, 0.125, 0.325, 0.625, -0.060, 0.051, 0.097], "e_above_lowest_kcal_mol": 59.4, "largest_force_ev_per_a": 4.2, "total_charge": 0, "lumo_energy_ev": -1.31, "molar_mass_g_mol": 148.14, "e_homo_ev": -10.551}


Record 2
{"formula": "C3H2FO3", "method": "the ωB97M-V functional and the def2-TZVPD basis", "species": ["C", "C", "C", "O", "O", "O", "F", "H", "H"], "positions_angstrom": [[1.166917, -1.779170, -0.388673], [-1.328810, 1.804840, -0.039909], [0.786625, -0.536371, 0.238453], [1.939481, -2.313272, -1.157063], [0.233312, -2.086397, 0.450580], [-1.525646, 2.950254, 0.281283], [-2.188657, 1.195315, -0.842809], [1.380599, -0.406904, 1.200463], [-0.463820, 1.171705, 0.257676]], "forces_ev_per_a": [[1.360, 1.906, 0.544], [0.488, 2.125, 1.177], [0.448, 0.168, 0.786], [-0.548, -0.680, -0.072], [-0.946, -1.325, -0.087], [0.036, -1.137, -0.413], [-0.416, -0.474, -0.454], [-0.113, -0.103, -1.046], [-0.308, -0.480, -0.435]], "lowdin_charge": [-0.755, -0.341, -0.017, -0.004, -0.057, 0.038, 0.059, 0.025, 0.053], "e_above_lowest_kcal_mol": 83.7, "largest_force_ev_per_a": 2.5, "total_charge": -1, "lumo_energy_ev": 3.93, "molar_mass_g_mol": 105.04, "e_homo_ev": -3.409}


Record 3
{"formula": "C19H24N4O6S2", "method": "the ωB97M-V functional and the def2-TZVPD basis", "species": ["C", "H", "O", "C", "C", "C", "C", "C", "C", "O", "C", "H", "H", "H", "O", "C", "H", "H", "H", "H", "C", "O", "N", "C", "N", "N", "C", "S", "C", "H", "C", "O", "N", "H", "C", "H", "H", "C", "C", "H", "C", "H", "C", "H", "O", "H", "H", "H", "H", "H", "S", "H", "H", "H", "H"], "positions_angstrom": [[3.062687, -2.866309, -3.543504], [2.368992, -3.679258, -3.198791], [3.973593, -2.576512, -2.754963], [3.828620, -2.061152, -1.547859], [2.573477, -1.838739, -1.227938], [2.465723, -1.404951, 0.266836], [3.625395, -1.012020, 1.141546], [4.754593, -1.326720, 0.464239], [5.011980, -1.826806, -0.812415], [6.256455, -1.791008, -1.193557], [6.687460, -3.140748, -1.896623], [7.806120, -3.167426, -1.919260], [6.450551, -2.642720, -3.185427], [6.176952, -3.934798, -1.566530], [5.688522, -0.891235, 1.341068], [7.194638, -1.058739, 1.367886], [7.584785, -0.542345, 2.178816], [7.379721, -2.104625, 1.224668], [7.328321, -0.640452, 0.396314], [3.358011, -0.796087, 2.164831], [1.056257, -1.364149, 0.753180], [0.939365, -1.396913, 2.197932], [-0.016108, -1.287850, 0.042726], [-1.201028, -1.084885, 0.554750], [-2.408424, -1.148518, -0.571904], [-3.547782, -0.823578, 0.257931], [-3.300422, -0.705958, 1.474124], [-4.731234, -0.905603, 2.688427], [-5.948770, -0.406365, 1.624781], [-6.006861, -1.079130, 0.777191], [-6.092618, 0.905544, 1.083968], [-6.605561, 1.869637, 1.578713], [-5.380587, 1.186136, -0.008478], [-4.739991, 0.534503, -0.462114], [-4.928962, 2.573326, -0.526984], [-5.675322, 3.085545, 0.145432], [-5.247691, 2.570292, -1.728441], [-3.413937, 2.848258, 0.000232], [-3.145180, 2.869366, 1.264996], [-1.998593, 2.573000, 1.515161], [-3.484062, 4.518750, 1.658839], [-4.332261, 4.435254, 2.075666], [-3.154216, 5.072442, 0.154333], [-2.272839, 5.797150, 0.103842], [-3.026992, 3.924139, -0.876639], [-4.252923, 5.790564, -0.125151], [-2.858092, 4.938828, 2.302983], [-3.821476, 2.420902, 1.857080], [-2.970058, 1.917365, -0.819206], [-6.823907, -0.714375, 2.207916], [-1.731369, -1.116457, 2.069525], [0.100631, -1.178747, -1.070742], [1.539937, -2.289913, -1.685243], [2.409992, -1.934986, -3.757226], [3.494491, -3.090923, -4.456940]], "forces_ev_per_a": [[-7.986, 0.087, -3.745], [0.348, 0.336, -0.320], [8.702, 0.701, 3.378], [1.659, -0.956, -2.258], [-5.151, 0.904, 6.888], [-0.086, 0.557, -1.788], [-7.827, -2.894, -4.550], [3.208, 1.000, 1.741], [-3.600, 1.294, 2.377], [2.770, -3.348, -1.966], [2.199, 8.070, -5.512], [-1.182, -0.114, 0.724], [0.507, -2.619, 3.937], [-2.011, -2.804, 1.099], [3.044, 0.175, 1.883], [-3.786, -0.859, -3.663], [0.439, 0.656, 1.443], [0.542, -0.590, 0.746], [1.684, 0.705, -0.299], [0.723, 0.238, -0.049], [4.086, -0.179, 10.186], [-0.167, 0.209, -7.623], [1.170, 0.430, -5.577], [-6.022, -1.259, -5.961], [1.912, 2.018, 6.351], [2.806, -1.374, -4.194], [-1.987, -1.524, 3.493], [3.608, 0.633, 0.382], [-3.256, -3.069, -0.692], [0.265, -0.424, -0.264], [2.287, 3.474, -1.165], [-2.501, 1.176, 2.612], [3.077, -0.020, -4.023], [-0.918, -0.539, 0.766], [-3.196, -1.351, 1.964], [0.676, 0.923, -1.400], [1.573, 0.484, 3.424], [-3.254, -4.817, -16.552], [6.308, 3.839, 8.339], [-2.731, 0.731, -0.318], [6.089, -3.472, -8.296], [-6.938, 0.212, 1.920], [-3.942, 2.447, -0.620], [-1.168, -1.377, 0.050], [0.437, 3.074, 4.722], [3.480, -2.093, 0.343], [3.106, 1.429, 2.711], [-1.963, -2.361, 2.052], [-0.294, 1.842, 3.088], [-0.330, 0.532, -0.102], [0.012, 1.050, 1.984], [-0.662, -0.256, 3.413], [3.365, 1.187, 0.808], [0.290, -1.169, 0.116], [0.585, -0.947, -2.004]], "lowdin_charge": [-0.215, 0.123, -0.073, -0.258, 0.041, -0.028, 0.104, -0.229, -0.218, -0.081, 0.074, 0.082, 0.203, 0.029, -0.096, 0.046, 0.071, 0.083, 0.071, 0.131, -0.298, -0.171, 0.046, -0.564, 0.072, -0.136, -0.873, 0.931, -0.529, 0.094, -0.624, 0.053, 0.035, 0.082, -0.049, 0.108, 0.181, -0.479, -0.124, 0.184, -0.013, 0.021, -0.100, 0.108, -0.149, 0.172, 0.046, 0.070, 0.205, 0.095, 1.145, 0.227, 0.158, 0.133, 0.082], "e_above_lowest_kcal_mol": 389.8, "largest_force_ev_per_a": 17.5, "total_charge": 0, "lumo_energy_ev": -0.97, "molar_mass_g_mol": 468.56, "e_homo_ev": -8.201}


Record 4
{"formula": "C12H12Br2O", "method": "the ωB97M-V functional and the def2-TZVPD basis", "species": ["C", "C", "C", "C", "C", "C", "C", "C", "C", "C", "C", "C", "O", "Br", "Br", "H", "H", "H", "H", "H", "H", "H", "H", "H", "H", "H", "H"], "positions_angstrom": [[2.494597, 2.129391, 1.085169], [1.374494, 2.975173, 0.944163], [2.323203, 0.785336, 0.787674], [0.167932, 2.493801, 0.448831], [1.122995, 0.236526, 0.444807], [0.045205, 1.095650, 0.220848], [1.052154, -1.303996, 0.279316], [0.208255, -1.665583, -0.913640], [-1.264419, 0.617411, -0.278264], [-1.144138, -1.021264, -0.975149], [-1.247927, 0.229046, -1.685136], [-2.222460, -2.341147, 0.560798], [-2.212127, -1.819239, -0.804651], [-2.907784, 0.339282, -2.655568], [0.171625, 0.903134, -2.801221], [3.483428, 2.462844, 1.403607], [1.539478, 4.056876, 1.072966], [3.151737, 0.107617, 0.853740], [-0.632713, 3.194596, 0.626254], [2.031135, -1.599856, 0.160671], [0.706076, -1.706619, 1.248411], [0.911097, -1.280250, -1.775858], [0.080157, -2.740023, -1.119724], [-2.134812, 0.900041, 0.135082], [-3.299001, -2.096881, 0.717395], [-1.757184, -1.604260, 1.334198], [-2.041004, -3.347607, 0.685281]], "forces_ev_per_a": [[-0.684, 0.032, -0.403], [1.581, 0.327, -0.492], [0.956, 0.496, 0.657], [1.159, -0.960, 1.683], [-1.046, -0.602, -0.765], [-0.821, 1.143, 0.715], [-2.206, 1.862, 1.444], [1.904, 0.165, -1.791], [3.949, -3.349, -1.562], [1.530, 1.721, 1.352], [-1.402, 0.651, -2.156], [-2.878, 4.837, 0.606], [0.633, -0.731, 0.609], [-0.428, 0.401, -0.159], [0.096, 0.109, -0.382], [-0.416, 0.205, -0.117], [-0.386, -0.578, 0.269], [0.506, -0.131, 0.207], [-0.674, -0.242, -0.996], [2.147, -0.989, -0.358], [-0.096, -0.054, -0.407], [-1.781, -0.801, 1.180], [0.052, 0.243, 0.440], [-2.941, 0.892, 1.375], [0.436, -1.053, 0.699], [-0.054, -1.537, -1.620], [0.865, -2.055, -0.028]], "lowdin_charge": [-0.065, -0.086, -0.060, -0.029, -0.179, -0.208, -0.120, -0.136, -0.119, -0.494, -1.146, -0.024, -0.144, 0.749, 0.788, 0.104, 0.107, 0.108, 0.114, 0.079, 0.126, 0.105, 0.135, 0.098, 0.105, 0.132, 0.060], "largest_force_ev_per_a": 5.7, "total_charge": 0, "lumo_energy_ev": 0.62, "molar_mass_g_mol": 332.03, "e_homo_ev": -8.522}


Record 5
{"formula": "C5H6N", "method": "the ωB97M-V functional and the def2-TZVPD basis", "species": ["C", "C", "C", "C", "C", "N", "H", "H", "H", "H", "H", "H"], "positions_angstrom": [[2.223113, -0.195192, 0.622067], [-0.141338, -0.657628, -0.216770], [2.151996, -1.474682, 0.569977], [-0.904657, 0.367513, -0.327797], [-1.888311, 1.383966, -0.386029], [1.234700, -0.718069, -0.292749], [2.418576, 0.770257, 1.092538], [-0.719670, -1.565313, -0.397238], [2.457126, -2.536970, 0.464878], [-2.724135, 0.839802, -0.636587], [-1.853219, 2.059960, -1.200401], [-2.254181, 1.726356, 0.708111]], "forces_ev_per_a": [[-0.328, 0.463, 1.398], [-0.349, 0.226, -0.179], [0.497, -1.220, -0.736], [-0.640, 0.723, 0.211], [1.077, 0.597, 3.954], [0.502, -0.060, -1.106], [0.328, -0.527, -0.457], [0.016, -0.308, 0.056], [-0.181, 1.138, 0.700], [-2.576, -2.025, -0.802], [0.497, 1.148, -0.501], [1.157, -0.155, -2.538]], "lowdin_charge": [0.053, -0.084, 0.075, 0.157, -0.010, -0.041, 0.137, 0.181, 0.149, 0.098, 0.101, 0.184], "e_above_lowest_kcal_mol": 169.4, "largest_force_ev_per_a": 4.1, "total_charge": 1, "lumo_energy_ev": [-6.14, -6.14], "molar_mass_g_mol": 80.11, "e_homo_ev": [-12.976, -12.975]}


Record 6
{"formula": "C2HF3NOS", "method": "the ωB97M-V functional and the def2-TZVPD basis", "species": ["C", "C", "N", "O", "F", "F", "F", "S", "H"], "positions_angstrom": [[1.506646, -0.626396, -0.374632], [-1.455087, 0.259977, 0.057799], [0.731821, 0.254055, 0.225487], [1.243624, -1.401533, -1.237367], [-2.042458, 0.210440, 1.280540], [-2.028417, 1.387228, -0.596708], [-1.878575, -0.847010, -0.583562], [3.025494, -0.067357, 0.170502], [0.896954, 0.830598, 1.057939]], "forces_ev_per_a": [[1.237, 0.290, -0.440], [1.271, 0.114, -0.393], [-5.029, 2.648, 1.380], [-0.994, -1.752, -1.214], [0.389, 0.351, -0.337], [1.043, -1.765, 0.940], [0.234, 0.851, 0.030], [1.831, 0.121, 0.756], [0.016, -0.857, -0.722]], "lowdin_charge": [-1.233, -0.372, 0.040, -0.051, 0.044, -0.006, 0.067, 0.456, 0.054], "e_above_lowest_kcal_mol": 82.6, "largest_force_ev_per_a": 5.8, "total_charge": -1, "lumo_energy_ev": [3.37, 3.39], "molar_mass_g_mol": 144.10, "e_homo_ev": [-3.752, -3.762]}


Record 7
{"formula": "C11H16BrCl2NO2PW", "method": "the ωB97M-V functional and the def2-TZVPD basis", "species": ["C", "C", "H", "H", "H", "O", "Cl", "W", "P", "C", "C", "H", "H", "H", "C", "H", "H", "H", "H", "H", "H", "C", "O", "Cl", "Br", "C", "C", "C", "C", "N", "C", "H", "H", "H", "H"], "positions_angstrom": [[2.973966, -0.274128, -0.326700], [1.488982, -0.391384, -0.187547], [3.384380, -1.205744, -0.725887], [3.411025, -0.046649, 0.653585], [3.201466, 0.555486, -1.005757], [0.881546, -1.452541, -0.418615], [-2.921182, 1.786617, 0.717610], [-1.275794, 0.406072, 0.197159], [-0.841587, 0.847929, -2.078231], [-0.527548, -0.664094, -3.049685], [-2.384284, 1.549190, -2.729754], [0.446526, 2.885468, -1.914292], [0.228259, 2.345498, -3.613327], [1.441292, 1.547013, -2.559021], [0.449074, 2.018373, -2.586808], [-2.621801, 2.484956, -2.206826], [-2.227969, 1.755073, -3.800126], [-0.132352, -0.374784, -4.034206], [-1.461512, -1.225319, -3.166778], [-3.208375, 0.835226, -2.599046], [0.199500, -1.300654, -2.529310], [0.794122, 0.861871, 0.277745], [1.362878, 1.891344, 0.688203], [-2.328496, -1.545847, -0.446503], [0.548482, 0.807433, 5.699122], [0.132656, -0.368692, 4.255811], [0.305137, -1.743467, 4.386340], [0.072786, -2.542123, 3.266713], [-0.360407, -1.955449, 2.084111], [-0.543352, -0.611235, 1.967461], [-0.310838, 0.188521, 3.054790], [0.622116, -2.161219, 5.334506], [0.229457, -3.617728, 3.270574], [-0.551716, -2.540739, 1.188215], [-0.476435, 1.255727, 2.936476]], "forces_ev_per_a": [[-0.360, -0.386, -0.283], [2.712, -1.950, -0.566], [-0.040, 0.168, 0.120], [0.024, 0.119, -0.178], [0.154, 0.023, 0.211], [-0.437, 2.765, 0.854], [0.959, -0.263, -0.092], [-3.058, -1.452, 1.510], [0.897, 0.171, -3.483], [0.030, -0.213, 0.206], [-0.554, 0.147, 0.452], [0.071, -0.055, -0.254], [0.047, -0.148, 0.267], [-0.256, 0.122, -0.053], [0.151, 0.156, 0.557], [0.020, -0.178, -0.259], [0.045, -0.151, 0.269], [-0.137, 0.024, 0.268], [0.191, 0.146, -0.021], [0.145, 0.205, -0.110], [-0.201, 0.154, -0.343], [0.884, 2.795, 0.918], [-1.976, -3.200, -1.148], [0.517, 1.178, 0.395], [-0.475, -1.133, -1.395], [0.283, 1.458, 1.520], [0.079, -1.170, -0.377], [0.138, 0.189, 0.600], [0.046, 0.262, -0.109], [0.252, 0.743, 1.538], [-0.324, -0.580, -1.492], [0.059, -0.126, -0.036], [-0.060, 0.142, 0.215], [0.049, 0.071, 0.228], [0.128, -0.032, 0.070]], "lowdin_spin": [-0.001, -0.004, 0.000, 0.000, 0.000, 0.003, -0.008, 0.820, 0.016, 0.007, -0.003, 0.000, 0.000, 0.000, 0.009, 0.000, -0.001, 0.000, 0.002, 0.000, 0.000, -0.014, 0.036, 0.122, 0.574, 0.120, 0.041, -0.006, 0.118, 0.016, 0.146, 0.000, -0.001, 0.004, 0.004], "e_above_lowest_kcal_mol": 0.0, "largest_force_ev_per_a": 3.9, "total_charge": 3, "lumo_energy_ev": [-12.55, -15.40], "molar_mass_g_mol": 559.88, "spin_multiplicity": 3, "e_homo_ev": [-19.527, -19.467]}